(1)
This record from the Open Molecules 2025 dataset describes C5H6ClNS in the gas phase. The level of theory is ωB97M-V/def2-TZVPD.

Values from the calculation:
- energy above the lowest of the compared OMol25 structures with the same formula, charge and spin (kcal per mole) = 64.0
- LUMO energy (Eh) = -0.0043
- orbital gap (eV) = 9.07
- HOMO (eV) = -9.19
- SMILES string = C/C(Cl)=C(\C#N)CS

Each line ends with the natural charge from an NBO analysis.
Positions of all 14 atoms, in Å:
1 C 0.050 -0.015 0.338  -0.161
2 Cl -2.129 -1.509 0.021  0.069
3 C 0.974 1.048 0.149  0.244
4 N 1.704 1.915 0.111  -0.306
5 C 0.973 -1.209 0.763  -0.598
6 H -1.101 1.988 -0.595  0.248
7 H 3.343 -1.936 -0.114  0.155
8 H 1.809 -0.616 1.259  0.253
9 S 1.862 -1.570 -0.688  0.018
10 H -2.702 1.622 -0.407  0.241
11 C -1.811 1.161 -0.642  -0.672
12 C -1.301 -0.034 -0.015  0.030
13 H -2.054 0.947 -1.622  0.237
14 H 0.381 -1.790 1.441  0.241

(2)
This record from the Open Molecules 2025 dataset describes C5H6ClNS in the gas phase. The level of theory is ωB97M-V/def2-TZVPD.

Values from the calculation:
- energy above the lowest of the compared OMol25 structures with the same formula, charge and spin (kcal per mole) = 84.0
- LUMO energy (Eh) = -0.0284
- orbital gap (eV) = 8.26
- HOMO (eV) = -9.03
- SMILES string = S=C[C@@H]1N[C@@H]1/C=C\Cl

Each line ends with the natural charge from an NBO analysis.
Positions of all 14 atoms, in Å:
1 S 1.209 2.018 2.279  0.004
2 H 0.786 -2.404 0.327  0.233
3 H 1.896 -1.069 -1.511  0.219
4 C 0.569 0.836 1.225  -0.195
5 Cl -2.315 -0.955 -1.238  -0.076
6 C -1.007 -2.006 -0.464  -0.178
7 C 1.138 -0.553 -0.959  -0.085
8 H -1.353 -2.911 0.097  0.233
9 H -0.274 0.359 1.461  0.178
10 C 0.305 -1.683 -0.426  -0.236
11 H 2.029 1.572 -0.059  0.243
12 N 0.543 0.561 -1.407  -0.545
13 C 1.253 0.712 -0.143  -0.168
14 H -0.412 0.650 -1.276  0.373

(3)
This record from the Open Molecules 2025 dataset describes 2 unconnected molecules or ions with the total composition C5H6ClO2. The level of theory is ωB97M-V/def2-TZVPD.

Values from the calculation:
- energy above the lowest of the compared OMol25 structures with the same formula, charge and spin (kcal per mole) = 73.1
- LUMO energy (Eh) = 0.1340
- orbital gap (eV) = 6.17
- HOMO (eV) = -2.52
- charge = -1

Each line ends with the natural charge from an NBO analysis.
Positions of all 14 atoms, in Å:
1 H 0.317 -1.862 0.460  0.177
2 C 1.022 -1.415 -0.311  -0.645
3 H 1.994 -1.847 -0.411  0.187
4 H 1.082 2.382 -0.154  0.479
5 H 0.647 -1.816 -1.240  0.238
6 C -2.009 0.527 1.247  -0.174
7 H -3.118 -1.158 2.109  0.201
8 Cl 2.194 0.831 0.799  -0.184
9 O 0.471 2.169 -0.968  -0.767
10 H -1.429 1.228 0.701  0.259
11 C -2.647 -0.341 1.779  -0.296
12 C 0.506 0.829 -1.306  0.631
13 O -0.093 0.448 -2.343  -0.760
14 C 1.062 0.024 -0.361  -0.344

(4)
This record from the Open Molecules 2025 dataset describes a molecular structure, C5H6CoO4. The level of theory is ωB97M-V/def2-TZVPD.

Values from the calculation:
- energy above the lowest of the compared OMol25 structures with the same formula, charge and spin (kcal per mole) = 13.2
- expectation value of S² = 8.758
- LUMO energy (alpha / beta) (Eh) = -0.3601 / -0.5084
- orbital gap (alpha / beta) (eV) = 7.59 / 6.78
- HOMO (alpha / beta) (eV) = -17.39 / -20.61
- 2S+1 = 6
- charge = +2

Each line ends with the Löwdin spin population.
Positions of all 16 atoms, in Å:
1 H -1.697 2.968 0.146  0.001
2 O -1.905 0.029 0.327  0.045
3 C -1.466 1.128 -0.171  0.021
4 C -1.140 -1.245 0.208  0.093
5 H 2.217 -1.331 0.597  0.025
6 H 1.470 -2.323 -0.812  0.064
7 H -1.317 -1.628 -0.805  0.002
8 C 0.282 -1.138 0.583  0.717
9 O -0.479 1.261 -0.904  0.139
10 O -2.213 2.149 0.155  0.015
11 H -1.723 -1.883 0.884  0.019
12 H 0.463 -0.917 1.638  0.033
13 C 1.440 -1.382 -0.245  0.626
14 O 2.244 1.697 -0.389  0.061
15 C 2.782 2.421 0.295  0.009
16 Co 1.041 0.194 -1.507  3.128

(5)
This record from the Open Molecules 2025 dataset describes a gas-phase ion, C5H6F2INO6PS (charge +1). The level of theory is ωB97M-V/def2-TZVPD.

Values from the calculation:
- LUMO energy (Eh) = -0.1662
- orbital gap (eV) = 9.24
- HOMO (eV) = -13.76
- charge = +1

Each line ends with the natural charge from an NBO analysis.
Positions of all 23 atoms, in Å:
1 H -1.270 1.829 -0.156  0.298
2 H -3.580 0.256 2.075  0.543
3 O 0.526 -3.020 -0.827  -0.443
4 O -2.700 0.420 1.701  -0.984
5 S 0.329 0.342 0.680  1.128
6 C 1.420 1.785 0.455  -0.683
7 C 1.932 -1.740 0.910  0.969
8 C 2.641 1.419 -0.393  0.428
9 H 0.840 2.556 -0.049  0.278
10 P -2.440 -0.281 0.307  2.371
11 O 3.634 0.999 0.075  -0.438
12 I 2.367 1.710 -2.480  0.142
13 O -1.934 -1.655 0.311  -1.067
14 C -1.087 0.763 -0.326  -0.997
15 F 1.155 -2.069 1.908  -0.274
16 O -3.747 0.047 -0.513  -0.967
17 N 1.187 -0.932 -0.087  -0.722
18 F 0.022 -1.204 -1.995  -0.303
19 O 3.064 -2.008 0.780  -0.411
20 H -0.918 0.619 -1.390  0.312
21 H -3.696 -0.059 -1.473  0.536
22 C 0.509 -1.863 -0.961  0.991
23 H 1.745 2.087 1.451  0.292

(6)
This record from the Open Molecules 2025 dataset describes C5H6F2N2O in the gas phase. The level of theory is ωB97M-V/def2-TZVPD.

Values from the calculation:
- energy above the lowest of the compared OMol25 structures with the same formula, charge and spin (kcal per mole) = 58.2
- LUMO energy (alpha / beta) (Eh) = -0.0258 / -0.0561
- orbital gap (alpha / beta) (eV) = 8.64 / 6.88
- HOMO (alpha / beta) (eV) = -9.34 / -8.41

Each line ends with the natural charge from an NBO analysis.
Positions of all 16 atoms, in Å:
1 N -0.843 -1.348 -1.022  -0.097
2 C 2.128 0.206 0.476  -0.615
3 C -1.007 1.005 -0.456  0.708
4 F -1.203 1.973 -1.480  -0.342
5 C -0.087 -0.121 -0.839  -0.240
6 F -0.972 1.549 0.754  -0.302
7 O -3.209 -0.305 1.195  -0.457
8 C -2.469 -0.585 0.334  0.682
9 H 2.843 -0.592 0.637  0.222
10 H 0.134 -0.299 1.199  0.220
11 N -1.814 -1.435 -0.293  -0.277
12 C 0.763 -0.500 0.362  -0.396
13 H 0.307 0.231 -1.756  0.238
14 H 0.956 -1.506 0.142  0.228
15 H 2.273 0.718 -0.497  0.206
16 H 2.200 1.008 1.244  0.220

(7)
This record from the Open Molecules 2025 dataset describes C5H6F2N2S in the gas phase. The level of theory is ωB97M-V/def2-TZVPD.

Values from the calculation:
- energy above the lowest of the compared OMol25 structures with the same formula, charge and spin (kcal per mole) = 0.0
- LUMO energy (Eh) = -0.0264
- orbital gap (eV) = 7.74
- HOMO (eV) = -8.46

Each line ends with the natural charge from an NBO analysis.
Positions of all 16 atoms, in Å:
1 C -1.296 0.372 -1.559  0.633
2 N 0.350 -0.086 1.787  -0.317
3 H -3.234 0.279 -2.452  0.242
4 H 2.447 -0.637 0.300  0.214
5 F -1.298 1.741 -1.574  -0.325
6 S 1.873 -0.184 3.836  -0.033
7 H 3.050 0.869 1.008  0.243
8 C 1.625 -0.139 2.223  0.060
9 H 3.598 -0.676 1.661  0.252
10 H -3.239 0.092 -0.684  0.235
11 F -0.629 0.019 -2.697  -0.322
12 H -2.686 -1.244 -1.720  0.237
13 N -0.026 0.032 0.639  0.062
14 C 2.745 -0.156 1.231  -0.695
15 C -2.718 -0.164 -1.603  -0.654
16 C -0.563 -0.119 -0.397  0.166

(8)
This record from the Open Molecules 2025 dataset describes C5H6F3N3O in the gas phase. The level of theory is ωB97M-V/def2-TZVPD.

Values from the calculation:
- energy above the lowest of the compared OMol25 structures with the same formula, charge and spin (kcal per mole) = 28.1
- LUMO energy (Eh) = 0.0054
- orbital gap (eV) = 8.70
- HOMO (eV) = -8.55

Each line ends with the natural charge from an NBO analysis.
Positions of all 18 atoms, in Å:
1 C 2.076 0.019 0.163  1.067
2 O -1.301 -1.722 -0.669  -0.413
3 C -0.538 -2.498 0.238  -0.276
4 N 0.904 0.626 0.230  -0.788
5 N -0.450 2.329 -0.629  -0.577
6 H -1.596 2.159 1.064  0.209
7 F 3.175 0.843 0.274  -0.362
8 H -0.608 -2.280 1.285  0.227
9 C 0.685 1.776 -0.409  0.302
10 C -1.605 1.925 0.032  -0.068
11 H -1.008 -3.430 0.054  0.201
12 F 2.238 -0.760 -0.929  -0.361
13 H 0.552 -2.763 -0.216  0.249
14 C -1.592 -0.565 -0.281  0.870
15 H 1.349 2.422 -1.011  0.183
16 F 2.311 -0.868 1.156  -0.356
17 H -2.638 2.284 -0.398  0.207
18 N -1.954 0.504 0.045  -0.314